{
  "formula": "C41H74F6N7O7S2",
  "method": "wB97M-V/def2-TZVPD",
  "total_charge": 3,
  "multiplicity": 1,
  "lumo_ev": -8.663,
  "gap_ev": 5.45,
  "energy_ha": -3911.0831,
  "relative_energy_kcal_mol": 19.7,
  "elements": ["N", "O", "O", "O", "C", "C", "C", "N", "C", "C", "C", "C", "C", "C", "H", "H", "H", "H", "H", "H", "H", "H", "H", "H", "H", "H", "H", "H", "H", "H", "H", "H", "H", "H", "C", "C", "C", "N", "C", "C", "C", "C", "C", "C", "H", "H", "H", "H", "H", "H", "H", "H", "H", "H", "H", "H", "H", "H", "H", "H", "H", "H", "H", "H", "C", "C", "C", "N", "C", "C", "C", "C", "C", "C", "H", "H", "H", "H", "H", "H", "H", "H", "H", "H", "H", "H", "H", "H", "H", "H", "H", "H", "H", "H", "C", "N", "C", "C", "C", "C", "C", "C", "C", "C", "N", "C", "C", "C", "H", "H", "H", "H", "H", "H", "H", "H", "H", "H", "H", "H", "H", "H", "C", "F", "F", "F", "S", "O", "O", "N", "S", "O", "O", "C", "F", "F", "F"],
  "positions_angstrom": [[0.2391, -0.1284, 0.6957], [-0.0667, 0.8879, 1.3579], [0.3736, -0.0495, -0.5665], [0.6887, -1.1772, 1.2317], [0.5055, -6.0535, -4.7743], [1.3646, -4.8725, -4.4885], [1.9552, -4.8509, -3.0613], [2.2827, -3.4236, -2.5675], [2.9866, -3.6424, -1.2464], [3.6905, -2.3940, -0.6987], [4.5128, -1.7639, -1.8003], [3.7643, -1.4512, -3.0954], [3.0678, -2.6914, -3.6375], [1.0051, -2.6817, -2.3359], [1.0509, -6.9944, -4.6664], [-0.0124, -6.1082, -5.7281], [-0.2641, -6.0821, -3.9913], [0.9116, -3.9301, -4.8047], [2.2780, -4.8876, -5.0959], [2.8619, -5.4441, -3.0008], [1.1787, -5.1580, -2.3601], [3.7814, -4.3331, -1.5373], [2.3630, -4.1445, -0.5108], [4.1635, -2.6629, 0.2458], [2.9241, -1.6800, -0.3705], [5.3991, -2.3765, -2.0125], [5.0882, -0.9017, -1.4490], [4.3670, -0.9865, -3.8786], [3.0275, -0.6401, -3.0456], [3.8059, -3.4383, -3.9420], [2.4328, -2.4902, -4.4951], [0.3468, -3.2165, -1.6354], [0.5446, -2.5168, -3.3025], [1.1596, -1.8591, -1.6320], [3.4255, -2.8376, 3.8462], [3.9900, -1.4223, 4.0941], [3.0168, -0.4133, 3.4754], [3.1789, 1.0603, 3.9398], [4.6550, 1.3739, 3.7339], [5.0232, 2.8477, 3.9890], [4.1800, 3.8455, 3.1662], [2.7433, 3.4734, 3.3502], [2.3640, 1.9927, 3.0843], [2.8223, 1.2172, 5.3915], [3.2023, -3.0803, 2.8108], [2.5510, -3.0224, 4.4697], [4.2057, -3.4955, 4.2310], [4.9990, -1.3164, 3.6941], [4.1607, -1.2354, 5.1557], [2.0005, -0.5279, 3.8534], [3.0908, -0.3741, 2.3923], [5.0965, 0.9715, 2.8257], [5.1709, 0.8761, 4.5566], [6.1014, 2.9745, 3.8947], [4.8318, 3.1792, 5.0155], [4.5430, 3.6705, 2.1463], [4.5238, 4.8554, 3.3793], [2.1414, 3.9917, 2.5921], [2.2123, 3.8280, 4.2367], [2.5518, 1.7232, 2.0446], [1.2863, 1.9146, 3.2104], [3.4672, 0.5396, 5.9431], [1.7701, 1.0094, 5.5661], [3.0393, 2.2378, 5.6885], [-2.8913, 7.7709, -1.4925], [-2.1273, 6.4237, -1.3535], [-2.7009, 5.5033, -0.2471], [-1.9673, 4.1581, -0.0286], [-2.3198, 3.7384, 1.3865], [-3.7947, 3.3283, 1.5533], [-4.0318, 2.2112, 0.5454], [-3.7875, 2.6461, -0.9078], [-2.3923, 3.2194, -1.1333], [-0.4901, 4.3711, -0.0216], [-3.2266, 8.1489, -0.5290], [-3.7299, 7.6161, -2.1696], [-2.2092, 8.4661, -1.9751], [-1.1008, 6.7333, -1.1636], [-2.2269, 5.9572, -2.3320], [-3.6990, 5.2458, -0.6024], [-2.8862, 5.8818, 0.7545], [-2.0218, 4.5687, 2.0292], [-1.5685, 2.9893, 1.6442], [-4.4468, 4.2022, 1.4887], [-3.9203, 3.0956, 2.6139], [-5.0453, 1.8100, 0.5202], [-3.3200, 1.4206, 0.7989], [-4.5327, 3.3609, -1.2508], [-3.7777, 1.7276, -1.4950], [-2.3068, 3.8174, -2.0388], [-1.6361, 2.4361, -1.2049], [-0.2247, 5.2031, 0.6259], [-0.2442, 4.6284, -1.0522], [0.0871, 3.4682, 0.1678], [-3.1042, -3.0471, -3.0324], [-3.2270, -2.8523, -1.5517], [-2.5525, -1.8227, -0.9887], [-2.5561, -1.6660, 0.3714], [-3.1068, -2.6241, 1.1965], [-3.5814, -3.8189, 0.5972], [-3.6788, -3.8757, -0.7973], [-3.2006, -2.4983, 2.6483], [-4.4124, -2.7071, 3.3435], [-4.5332, -2.4005, 4.6792], [-3.4235, -1.9773, 5.3307], [-2.2226, -1.8725, 4.7477], [-2.0866, -2.1130, 3.3924], [-3.4566, -1.7038, 6.8062], [-3.3719, -4.0691, -3.2899], [-2.0430, -2.9364, -3.2357], [-3.7268, -2.3458, -3.5791], [-2.0981, -1.1772, -1.7413], [-2.1410, -0.7837, 0.8430], [-4.0117, -4.5670, 1.2466], [-4.1339, -4.7048, -1.3179], [-5.2785, -2.9902, 2.7603], [-5.4694, -2.3846, 5.2164], [-1.4153, -1.4474, 5.3224], [-1.1852, -1.7811, 2.8837], [-2.4297, -1.7588, 7.1516], [-4.0730, -2.4214, 7.3376], [-3.7874, -0.6790, 6.9661], [-0.9605, -0.7768, -7.6356], [0.3321, -0.9740, -7.3976], [-1.0346, 0.0926, -8.6272], [-1.5379, -1.9090, -7.9739], [-1.8502, -0.2098, -6.0124], [-3.2006, 0.0498, -6.4439], [-1.7460, -1.3265, -5.0997], [-1.0292, 1.2541, -5.5638], [-0.5004, 0.9094, -4.1642], [-1.5939, 0.6051, -3.2464], [0.5650, -0.0777, -4.1439], [0.2078, 2.5947, -3.5488], [-0.6302, 3.5983, -3.7660], [0.3669, 2.4663, -2.2180], [1.3357, 2.8673, -4.1739]],
  "forces_ev_per_a": [[3.133, 0.302, -2.332], [-0.865, -0.651, 0.293], [-1.280, 0.113, 1.471], [-1.218, 0.135, 0.904], [-0.761, -1.116, 0.998], [2.088, 0.897, -0.668], [-1.489, 1.166, -0.364], [-1.426, -0.730, 0.294], [1.856, 0.331, -0.599], [-1.888, 0.318, -0.275], [1.959, 0.502, 0.010], [-0.936, 0.432, -0.126], [1.335, -0.430, 0.474], [-0.215, -0.302, 1.360], [0.090, 0.074, -0.033], [0.254, 0.471, -0.146], [-0.173, -0.151, -0.183], [-0.394, -0.085, 0.442], [-0.296, -0.188, -0.439], [-0.050, -0.064, 0.128], [0.317, -0.454, 0.175], [0.044, -0.161, 0.325], [-0.483, 0.126, -0.332], [0.658, -0.125, -0.353], [-0.096, 0.045, -0.119], [-0.394, -0.614, -0.321], [-0.696, 0.432, 0.146], [0.610, -0.692, 0.047], [-0.290, -0.236, 0.841], [0.159, 0.138, -0.123], [-0.232, 0.075, 0.243], [0.072, -0.915, -0.620], [-0.172, 0.696, 0.256], [0.373, 0.835, -1.207], [0.887, 0.208, 1.053], [-0.489, 0.315, -0.477], [-0.350, 1.308, 1.317], [1.085, -0.382, -0.713], [0.801, 1.196, 2.082], [-0.714, 0.861, 0.312], [2.151, -1.426, -0.403], [-1.934, 0.331, -1.209], [0.703, 1.027, -0.127], [0.586, 0.013, -0.421], [0.064, 0.192, -0.077], [-0.149, 0.095, -0.147], [-0.179, -0.389, -0.296], [-0.149, -0.107, -0.460], [-0.446, -0.233, 0.123], [-0.158, -0.969, -0.690], [-0.331, -0.191, -0.021], [-0.732, 0.079, -0.405], [-0.111, -0.461, -0.179], [-0.033, -0.082, -0.418], [0.083, -0.751, 0.274], [-0.704, 0.153, -0.321], [-0.661, 0.137, 0.321], [0.120, 0.021, -0.152], [0.716, -0.085, 0.497], [0.203, -0.020, 0.031], [0.092, -0.653, 0.423], [-0.196, 0.031, 0.200], [-0.010, -0.137, -0.232], [-0.038, -0.041, 0.048], [-0.012, -0.955, -0.109], [-0.102, 0.744, 0.853], [-0.346, -0.213, -1.098], [-0.261, 1.208, 0.956], [0.165, -0.075, 0.014], [0.977, 0.486, 0.230], [-0.445, 0.198, -0.248], [1.039, -0.040, 0.315], [0.446, -0.210, 0.440], [0.099, 0.289, -1.581], [-0.007, 0.196, -0.077], [-0.234, 0.259, 0.227], [-0.143, 0.210, 0.129], [0.158, -0.535, 0.001], [0.423, -0.356, 0.102], [-0.030, -0.247, 0.104], [0.567, 0.762, -0.172], [-0.318, 0.230, -0.155], [-0.554, -0.679, -0.126], [-0.037, -0.040, -0.663], [0.049, -0.698, -0.128], [-0.002, -0.054, 0.575], [-0.112, -0.212, -0.073], [-0.264, -0.289, -0.050], [-0.459, 0.252, -0.415], [-0.145, -0.183, -0.055], [-0.152, -0.074, 0.206], [-0.111, -0.101, 0.140], [0.194, 0.245, 0.147], [-0.487, -0.216, 0.448], [0.147, -0.241, 0.246], [0.949, -1.083, 0.303], [-0.727, -0.116, -1.206], [0.374, 0.747, 0.804], [-0.603, -1.933, -1.320], [-0.513, 1.318, -0.431], [-0.087, 0.347, 1.099], [0.042, 0.187, 1.568], [0.080, 0.208, -0.891], [0.982, 0.316, -0.428], [-0.004, -0.532, 1.340], [-0.412, 0.239, -1.141], [-0.174, 0.910, -0.181], [0.160, 0.472, -0.349], [-0.221, 0.050, 0.171], [-0.143, 0.371, -0.421], [0.223, 0.200, 0.039], [0.131, 0.504, 0.407], [0.167, 0.120, -0.365], [0.093, -0.379, -0.330], [0.029, -0.035, -0.009], [-0.169, -0.047, 0.242], [0.036, -0.230, 0.118], [-0.001, -0.245, 0.220], [0.273, -0.454, 0.074], [-0.066, -0.200, 0.152], [-0.079, -0.016, -0.163], [-0.283, -0.098, 0.002], [0.264, 0.941, 0.856], [0.196, -0.339, 0.346], [-0.528, 0.079, 0.285], [-0.146, -0.342, -0.122], [-0.991, 1.179, -1.728], [0.899, 0.507, 0.115], [0.759, -0.071, -0.205], [-1.397, -2.209, -1.768], [0.413, -0.689, 1.906], [0.300, 0.670, 0.979], [0.452, 0.929, 0.512], [-0.629, -1.515, -0.937], [-0.331, 0.194, 0.082], [0.598, 0.201, -0.408], [0.340, -0.031, 0.499]],
  "mulliken_charge": [0.4134, -0.4654, -0.2984, -0.6431, -1.5547, -0.0769, -0.7517, 0.4752, -0.9181, 0.6852, -1.2956, -0.2938, -0.7856, -1.0145, 0.3690, 0.3937, 0.3095, 0.1950, 0.4164, 0.5758, 0.3570, 0.4078, 0.4961, 0.5299, -0.6159, 0.4007, 0.4500, 0.5154, -0.1059, 0.4780, 0.5545, 0.2029, 0.4307, 0.2136, -1.2469, -0.5622, -0.3916, 0.5321, -0.5639, -0.9851, -0.7706, -0.8676, -0.5016, -0.9775, 0.1762, 0.3737, 0.4330, 0.4333, 0.3630, 0.0954, 0.4558, 0.4643, 0.4247, 0.4873, 0.3099, 0.3082, 0.4634, 0.3319, 0.4348, 0.3787, 0.2434, 0.3901, 0.2645, 0.4919, -1.3905, -0.4354, -0.6676, 1.1737, -0.4837, -0.8554, 0.0866, -0.9156, -0.0075, -1.2512, 0.3543, 0.3657, 0.3919, 0.3919, 0.2325, 0.2694, 0.5637, 0.5881, -0.1286, 0.3859, 0.4818, 0.4764, -0.2958, 0.4602, 0.3658, 0.1844, -0.3012, 0.5882, 0.4396, -0.0419, -0.7896, 0.2107, -0.8453, 0.2135, 0.2828, -0.6318, -0.4651, 0.5717, -0.7226, -0.4900, 0.0524, -0.3050, -0.6170, -0.9724, 0.4149, 0.2117, 0.2840, 0.8603, 0.2758, 0.6594, 0.5013, 0.5904, 0.5030, 0.4677, 0.5718, 0.3370, 0.4079, 0.3576, 0.5710, -0.2188, -0.1912, -0.2021, 0.9634, -0.7364, -0.4793, -0.7054, 1.3587, -0.5166, -0.5267, 0.1927, -0.2416, -0.0847, -0.1822]
}